# 1
{"formula": "FH3N2O2S", "method": "ωB97M-V/def2-TZVPD", "e_homo_ha": -0.3900, "relative_energy_kj_mol": 117.3, "gap_ev": 8.9, "charge": 0, "lumo_energy_ev": -1.730, "elements": ["N", "N", "O", "O", "F", "S", "H", "H", "H"], "coordinates": [[-0.0132, -1.4602, 0.0177], [0.3809, -0.6030, -0.8018], [2.2708, -0.4386, 0.7725], [1.1015, 1.5863, -0.0610], [-1.1859, 1.8807, 0.4873], [1.9445, 0.4175, -0.3149], [0.6619, -1.8156, 0.6971], [-0.2257, 1.7641, 0.5412], [-0.3016, -0.6669, -1.6392]]}


# 2
{"formula": "C25H35BrN8O5Pb", "method": "ωB97M-V/def2-TZVPD", "e_homo_ha": [-0.2407, -0.2324], "relative_energy_kj_mol": 164.2, "gap_ev": [6.9, 6.0], "charge": 0, "lumo_energy_ev": [0.371, -0.355], "elements": ["Pb", "O", "C", "O", "C", "C", "C", "C", "C", "N", "C", "O", "O", "H", "H", "H", "H", "H", "C", "C", "C", "C", "C", "Br", "N", "C", "H", "H", "H", "H", "H", "H", "C", "N", "C", "C", "N", "C", "C", "N", "C", "C", "N", "C", "N", "C", "C", "C", "N", "C", "H", "H", "H", "H", "H", "H", "H", "H", "H", "H", "H", "H", "H", "H", "H", "H", "H", "H", "H", "H", "H", "H", "H", "H", "O"], "coordinates": [[-0.9471, 0.0726, 0.0521], [4.3683, -2.2391, 1.5484], [3.0662, -1.9127, 1.3370], [2.7076, -1.3216, 0.3483], [2.1593, -2.3999, 2.3904], [2.5388, -3.3818, 3.2608], [1.5792, -3.9790, 4.0978], [0.3260, -3.3675, 4.1695], [0.0036, -2.3124, 3.3382], [0.8358, -1.9806, 2.2542], [-1.2054, -1.4634, 3.5495], [-1.7573, -1.5340, 4.7902], [-1.7186, -0.7539, 2.7262], [4.8472, -1.8998, 0.7791], [3.5718, -3.6988, 3.2716], [1.8367, -4.7994, 4.7507], [-0.3779, -3.6866, 4.9308], [-1.1568, -1.9862, 5.3928], [3.0231, 4.8217, 4.7969], [2.0743, 4.7016, 3.6374], [1.5629, 5.8117, 2.9756], [0.6911, 5.6471, 1.9137], [0.3640, 4.3476, 1.5571], [-0.8373, 4.0566, 0.1179], [0.8254, 3.2767, 2.1587], [1.6636, 3.4565, 3.1762], [3.2361, 5.8660, 5.0216], [3.9697, 4.3234, 4.5835], [2.6061, 4.3630, 5.6944], [1.8453, 6.8092, 3.2915], [0.2753, 6.4887, 1.3800], [2.0266, 2.5504, 3.6517], [-2.3539, 2.7909, -4.4699], [-2.7465, 2.8158, -3.0775], [-4.1595, 3.1343, -2.8493], [-4.3629, 2.8039, -1.3748], [-3.2426, 1.9341, -1.0910], [-3.0018, 1.3093, 0.2020], [-2.3683, 1.8774, -2.1204], [-1.3979, 1.0208, -2.0778], [-0.2473, 0.9211, -2.9451], [0.1831, -0.5304, -3.2127], [0.1126, -1.4198, -2.0571], [0.5993, -2.5880, -2.1533], [0.5923, -3.5002, -1.0816], [-0.0970, -3.3749, 0.0855], [1.6107, -4.5125, -1.2834], [1.6660, -4.5726, -2.7965], [1.3224, -3.2114, -3.1886], [1.0209, -3.0798, -4.6065], [-2.9331, 3.5558, -4.9863], [-2.5575, 1.8287, -4.9555], [-1.3046, 3.0445, -4.5952], [-4.7971, 2.5119, -3.4903], [-4.3513, 4.1809, -3.0857], [-5.3056, 2.2949, -1.1689], [-4.3181, 3.7054, -0.7511], [-3.9041, 0.7911, 0.5413], [-2.8358, 2.1111, 0.9326], [-3.1590, -1.1197, -0.1536], [0.5956, 1.4589, -2.4914], [-0.3869, 1.3508, -3.9357], [1.2140, -0.4685, -3.5816], [-0.4458, -0.9221, -4.0167], [-1.0647, -2.8490, 0.0298], [0.4280, -2.3272, 1.2939], [0.0021, -4.2276, 0.7475], [1.3011, -5.4524, -0.8306], [2.5655, -4.1978, -0.8491], [0.9301, -5.2909, -3.1818], [2.6513, -4.8421, -3.1770], [1.6486, -3.7966, -5.1347], [1.2546, -2.0950, -4.9932], [-0.0244, -3.3177, -4.8323], [-2.3361, -1.6216, -0.1799]]}


# 3
{"formula": "C20H32AsBF4N5OSV", "method": "ωB97M-V/def2-TZVPD", "e_homo_ha": [-0.5362, -0.5363], "relative_energy_kj_mol": 12.1, "s2": 2.01, "spin_multiplicity": 3, "gap_ev": [7.9, 8.8], "charge": 2, "lumo_energy_ev": [-6.703, -5.752], "elements": ["V", "C", "C", "As", "C", "C", "C", "C", "H", "H", "H", "H", "H", "H", "H", "H", "H", "H", "H", "H", "H", "H", "H", "N", "H", "H", "H", "N", "C", "N", "N", "C", "N", "H", "H", "H", "H", "O", "S", "C", "C", "C", "C", "C", "C", "C", "C", "C", "C", "C", "C", "H", "H", "H", "H", "H", "H", "H", "H", "H", "H", "F", "B", "F", "F", "F"], "coordinates": [[0.8561, -0.3452, -0.5033], [1.6833, 3.1702, -2.4173], [1.7466, 3.4036, -0.9126], [0.7314, 2.1332, 0.1652], [-1.0741, 2.8558, 0.2757], [-1.9172, 2.6071, -0.9703], [1.4445, 2.3743, 1.9583], [1.3839, 3.8144, 2.4553], [2.2707, 3.9229, -2.9418], [0.6636, 3.2489, -2.8008], [2.0983, 2.1962, -2.6834], [1.3851, 4.4005, -0.6560], [2.7764, 3.3325, -0.5564], [-0.9861, 3.9221, 0.4879], [-1.5297, 2.3863, 1.1505], [-1.4887, 3.0834, -1.8533], [-2.9182, 3.0193, -0.8410], [-2.0327, 1.5381, -1.1606], [2.4695, 2.0001, 1.9313], [0.8822, 1.7002, 2.6075], [1.9534, 4.4896, 1.8168], [1.8077, 3.8783, 3.4570], [0.3590, 4.1812, 2.5117], [0.0543, -0.0575, -2.4835], [-0.9088, -0.3745, -2.5637], [0.5977, -0.5460, -3.1924], [0.0591, 0.9274, -2.7415], [5.7129, -2.0524, -0.4477], [5.9974, -1.0214, -1.2316], [7.2383, -0.8142, -1.6497], [5.0805, -0.1327, -1.6543], [3.8451, -0.1659, -1.4031], [2.6847, -0.0535, -1.2586], [6.4292, -2.6970, -0.1556], [4.7747, -2.2167, -0.1072], [8.0026, -1.4128, -1.3873], [7.4210, -0.0296, -2.2526], [-0.8686, -0.5418, 0.2504], [-1.7669, -1.1764, 1.3680], [-3.3173, -0.3938, 1.1070], [-3.6142, 0.6193, 2.0132], [-4.7892, 1.3393, 1.8480], [-5.6396, 1.0353, 0.7947], [-5.3342, 0.0090, -0.0948], [-4.1676, -0.7199, 0.0559], [-2.0076, -2.8488, 0.8737], [-2.1713, -3.7623, 1.9065], [-2.3883, -5.0946, 1.5862], [-2.4219, -5.4917, 0.2584], [-2.2419, -4.5667, -0.7639], [-2.0361, -3.2321, -0.4609], [-2.9504, 0.8282, 2.8431], [-5.0454, 2.1220, 2.5485], [-6.5601, 1.5902, 0.6725], [-6.0171, -0.2319, -0.8979], [-3.9417, -1.5399, -0.6132], [-2.1188, -3.4447, 2.9402], [-2.5164, -5.8219, 2.3755], [-2.5833, -6.5329, 0.0145], [-2.2630, -4.8884, -1.7960], [-1.8896, -2.5057, -1.2488], [1.2419, -2.3500, -0.4098], [1.8457, -2.3666, 0.9515], [3.1512, -2.7417, 0.8472], [1.0697, -3.0461, 1.7996], [1.7887, -0.9115, 1.2392]]}


# 4
{"formula": "C2H3N3O", "method": "ωB97M-V/def2-TZVPD", "e_homo_ha": -0.3479, "relative_energy_kj_mol": 163.1, "gap_ev": 10.4, "charge": 0, "lumo_energy_ev": 0.909, "elements": ["O", "C", "C", "N", "N", "N", "H", "H", "H"], "coordinates": [[-0.9029, -0.6500, 1.6892], [-0.4267, -0.1634, 0.5231], [0.8654, -0.2485, 0.0940], [0.7614, 0.2818, -1.2028], [-0.4891, 0.6719, -1.4413], [-1.2206, 0.3904, -0.4174], [-1.4993, 0.0047, 2.0771], [1.5697, -0.8510, 0.6719], [1.3420, 0.5640, -1.9937]]}


# 5
{"formula": "C34H47N2O2PReSSi", "method": "ωB97M-V/def2-TZVPD", "e_homo_ha": [-0.5249, -0.5253], "relative_energy_kj_mol": 124.9, "s2": 0.77, "spin_multiplicity": 2, "gap_ev": [6.2, 6.7], "charge": 2, "lumo_energy_ev": [-8.074, -7.620], "elements": ["Re", "C", "C", "C", "C", "C", "C", "C", "S", "O", "O", "N", "C", "C", "C", "C", "C", "C", "C", "C", "N", "C", "H", "H", "H", "H", "H", "H", "H", "H", "H", "H", "H", "H", "H", "C", "C", "C", "C", "P", "C", "C", "C", "C", "C", "C", "C", "C", "C", "C", "H", "H", "H", "H", "H", "H", "H", "H", "H", "H", "H", "H", "H", "H", "H", "H", "H", "H", "H", "H", "H", "H", "H", "C", "Si", "C", "C", "C", "H", "H", "H", "H", "H", "H", "H", "H", "H", "H", "H"], "coordinates": [[-0.2373, 0.2966, 0.4002], [6.1642, -1.0809, 1.9476], [4.7511, -0.7745, 2.3036], [4.0181, -1.6762, 3.0778], [2.6846, -1.4543, 3.3614], [2.0806, -0.3067, 2.8713], [2.7905, 0.6229, 2.1324], [4.1274, 0.3890, 1.8619], [0.3039, -0.2684, 2.8485], [-0.3444, -0.6090, 4.0648], [0.0358, -1.1847, 1.7044], [-0.1299, 1.1676, 2.2262], [-1.2504, 1.8698, 2.5440], [-1.7196, 2.1398, 3.8213], [-2.8958, 2.8708, 3.9887], [-3.5798, 3.3811, 2.9103], [-3.1377, 3.1259, 1.5954], [-3.8133, 3.5759, 0.4432], [-3.3246, 3.2178, -0.7904], [-2.2161, 2.3792, -0.8893], [-1.5542, 1.9054, 0.1704], [-1.9785, 2.3281, 1.4079], [6.7529, -1.2748, 2.8423], [6.6231, -0.2672, 1.3954], [6.2074, -1.9823, 1.3373], [4.4950, -2.5705, 3.4452], [2.1070, -2.1565, 3.9435], [2.3124, 1.5212, 1.7748], [4.6869, 1.1058, 1.2828], [-1.1649, 1.7721, 4.6693], [-3.2648, 3.0407, 4.9877], [-4.4752, 3.9620, 3.0534], [-4.7055, 4.1759, 0.5295], [-3.8097, 3.5498, -1.6940], [-1.8495, 2.0824, -1.8605], [-2.8275, -1.5013, 0.8825], [-2.7832, -1.7729, -0.6255], [-3.3870, -3.1569, -0.8686], [-3.6387, -0.7381, -1.3559], [-0.9728, -1.4930, -1.1483], [0.0384, -2.9458, -0.6621], [-0.4407, -4.2516, -0.7383], [0.3042, -5.3044, -0.2313], [1.5413, -5.0746, 0.3388], [2.0662, -3.7916, 0.3382], [1.3248, -2.7384, -0.1615], [-0.7301, -1.3690, -3.0304], [0.7775, -1.5162, -3.2400], [-1.1737, -0.0006, -3.5379], [-1.4562, -2.4712, -3.7894], [-3.7919, -1.8009, 1.2879], [-2.7015, -0.4375, 1.0957], [-2.0597, -2.0745, 1.4026], [-4.4675, -3.0770, -0.7570], [-3.0470, -3.8778, -0.1315], [-3.1943, -3.5310, -1.8692], [-4.6267, -0.6971, -0.9018], [-3.7710, -1.0100, -2.3983], [-3.1907, 0.2511, -1.2977], [-1.3878, -4.4748, -1.1915], [-0.0955, -6.3045, -0.2826], [2.0917, -5.8929, 0.7744], [3.0563, -3.6167, 0.7323], [1.7513, -1.7417, -0.1596], [1.3274, -0.8876, -2.5428], [1.0311, -1.2156, -4.2533], [1.0919, -2.5481, -3.1111], [-0.7264, 0.7798, -2.9286], [-2.2517, 0.1093, -3.5301], [-0.8409, 0.1195, -4.5667], [-1.1721, -3.4584, -3.4379], [-1.1685, -2.4064, -4.8371], [-2.5353, -2.3649, -3.7392], [1.4996, 3.9550, 0.9196], [1.5542, 3.2486, -0.8475], [3.3485, 3.2288, -1.5278], [0.4455, 4.2293, -2.0514], [1.1147, 1.3191, -0.9427], [1.1346, 4.9772, 0.9199], [2.4955, 3.9827, 1.3513], [0.8584, 3.3857, 1.5840], [3.7585, 4.2344, -1.5155], [3.3751, 2.8787, -2.5551], [4.0051, 2.5940, -0.9401], [0.9457, 5.1567, -2.3178], [-0.5092, 4.4956, -1.6080], [0.2564, 3.6998, -2.9806], [2.0612, 0.8217, -0.7027], [1.0030, 1.2018, -2.0210]]}


# 6
{"formula": "C9H13N2O5P", "method": "ωB97M-V/def2-TZVPD", "e_homo_ha": -0.3161, "gap_ev": 8.8, "charge": 0, "lumo_energy_ev": 0.170, "elements": ["O", "O", "O", "O", "O", "C", "C", "C", "C", "N", "N", "C", "C", "C", "C", "C", "P", "H", "H", "H", "H", "H", "H", "H", "H", "H", "H", "H", "H", "H"], "coordinates": [[0.7213, -1.1458, -4.5953], [-1.0587, -2.3222, -2.0635], [-1.4445, -1.0806, 3.9982], [-3.5726, -1.4344, 2.8490], [-1.4304, -2.8940, 2.7751], [0.5572, -1.0092, -3.3561], [-0.1514, -1.5145, -2.1720], [1.2115, -0.0926, -2.4673], [0.5246, -0.5202, -1.3441], [1.9173, 1.1062, -2.7396], [0.3178, 0.0744, -0.0209], [2.1244, 2.0535, -1.6608], [0.9320, 1.3144, 0.4649], [-0.1728, -0.7370, 1.0424], [0.9432, 2.3022, -0.5745], [-1.6495, -0.4777, 1.3116], [-1.9748, -1.4425, 2.7063], [-3.6851, -1.2504, 3.7712], [-1.0121, -2.7755, 3.6247], [2.0022, 1.4175, -3.6496], [2.9768, 1.6346, -1.1277], [2.4649, 3.0454, -2.1094], [0.2523, 1.7528, 1.2958], [1.9310, 1.0475, 0.7664], [-0.0997, -1.7672, 0.6842], [0.4532, -0.6933, 1.9896], [-0.0457, 2.3150, -1.0821], [1.1505, 3.3450, -0.2998], [-2.2302, -0.7634, 0.4453], [-1.9526, 0.5118, 1.5379]]}